1.
DFT (ωB97M-V/def2-TZVPD) results for a cluster of 2 separate species, C3H12N in total in a non-equilibrium geometry.

Properties
Frontier orbital gap: 0.406 Ha
Energy above the lowest of the compared OMol25 structures with the same formula, charge and spin: 41.0 kcal/mol
LUMO level: -4.326 eV
E_tot: -4787.3591 eV

```
! wB97M-V def2-TZVPD RIJCOSX def2/J DEFGRID3
* xyz 1 1
N -1.54844 -1.09387 0.95833
H -0.62343 -0.84570 1.28852
H -1.72946 -0.78692 -0.06673
H -1.95285 -2.05864 1.09179
H -2.18296 -0.56036 1.70618
C 1.58004 0.37624 0.61824
C 0.93095 0.15192 -0.86530
C -0.47529 0.87408 -1.02833
H 1.01852 1.19399 1.12616
H 2.69970 0.62989 0.47336
H 1.45080 -0.53069 1.19529
H 0.66267 -0.95638 -1.05361
H 1.77291 0.32974 -1.58252
H -0.51685 1.70576 -1.65055
H -1.07006 0.22138 -1.63920
H -0.90408 0.90159 0.05537
*
```

***

2.
DFT (ωB97M-V/def2-TZVPD) results for the ion C5H15N2 with charge +1.

Properties
Frontier orbital gap: 0.409 Ha
SMILES: CCC[NH2+]CCN
Energy above the lowest of the compared OMol25 structures with the same formula, charge and spin: 4.6 kcal/mol
LUMO level: -2.762 eV
E_tot: -8402.4753 eV

```
! wB97M-V def2-TZVPD RIJCOSX def2/J DEFGRID3
* xyz 1 1
C -0.58954 -2.73874 -0.09796
C 0.34994 -2.05185 -1.09524
C 0.01722 -0.58708 -1.35789
N -0.07783 0.18466 -0.06355
C -0.40990 1.63558 -0.16383
C -0.20825 2.24058 1.22162
N 1.17745 2.06109 1.57975
H -0.36140 -3.79763 -0.03768
H -0.50119 -2.33216 0.90601
H -1.60750 -2.69670 -0.48143
H 0.20594 -2.53994 -2.06094
H 1.40346 -2.16295 -0.86350
H -0.91657 -0.45509 -1.89734
H 0.82832 -0.13101 -1.92132
H 0.83277 0.14467 0.41403
H -0.73338 -0.33573 0.53251
H 0.30395 2.07679 -0.85265
H -1.43710 1.72113 -0.51174
H -0.62019 3.25096 1.22294
H -0.83435 1.70037 1.94212
H 1.37231 2.18993 2.56436
H 1.80586 2.62309 1.02175
*
```

***

3.
DFT (ωB97M-V/def2-TZVPD) results for a structure of composition C3H12N3O in a non-equilibrium geometry.

Properties
Frontier orbital gap: 0.413 Ha
Energy above the lowest of the compared OMol25 structures with the same formula, charge and spin: 96.3 kcal/mol
LUMO level: -2.905 eV
E_tot: -9814.6386 eV

```
! wB97M-V def2-TZVPD RIJCOSX def2/J DEFGRID3
* xyz 1 1
C -1.65867 -0.95347 0.22853
C 0.00051 1.00751 -1.58720
C 0.42893 0.05523 1.08842
N 1.44970 0.90824 1.02521
N -0.71042 0.17964 0.48444
N -0.65684 1.32846 -0.30836
O 0.60350 -0.94970 1.93028
H -2.33863 -0.63656 -0.53233
H -0.91730 -1.76571 -0.02368
H -2.32749 -1.19033 1.09366
H -0.60929 0.44289 -2.27270
H 0.40578 1.90105 -2.05336
H 0.81635 0.24588 -1.65126
H 1.28345 -1.66772 -0.35448
H 1.99829 -1.50262 -0.62399
H 1.37454 1.69897 0.35539
H 2.35082 0.69210 1.45709
H -1.51029 1.85785 -0.39788
H 0.01707 -1.65170 2.14220
*
```

***

4.
DFT (ωB97M-V/def2-TZVPD) results for a structure of composition C17H34AsBrN4O2Pd in a non-equilibrium geometry.

Properties
Frontier orbital gap: 0.205 Ha
Energy above the lowest of the compared OMol25 structures with the same formula, charge and spin: 41.8 kcal/mol
LUMO level: 0.695 eV
E_tot: -162592.8786 eV

```
! wB97M-V def2-TZVPD RIJCOSX def2/J DEFGRID3
* xyz 0 1
Pd -0.50758 0.45688 -0.93260
C -4.16445 -2.41392 2.74248
C -3.39132 -2.37016 1.45645
C -3.77798 -3.15157 0.35862
C -2.99786 -3.09153 -0.80882
C -1.95830 -2.21077 -0.82504
Br -0.81887 -2.12943 -2.38705
N -1.57659 -1.40996 0.17662
C -2.29218 -1.55078 1.32562
H -4.86152 -3.24865 2.74669
H -4.73343 -1.49136 2.86980
H -3.49268 -2.52292 3.59234
H -4.63982 -3.79651 0.40923
H -3.21625 -3.70703 -1.66660
H -1.93853 -0.95869 2.15861
C 2.12478 -1.40810 2.97126
N 1.67459 -0.73255 1.78244
C 0.80691 0.40588 1.97808
C 1.94004 -1.19039 0.53965
N 1.45482 -0.61842 -0.50820
N 2.75885 -2.34310 0.49180
C 2.51448 -3.24916 -0.61144
C 4.17048 -2.16514 0.75735
H 1.33001 -1.38270 3.71666
H 3.01444 -0.93025 3.39878
H 2.35656 -2.44702 2.75049
H 1.37614 1.33414 2.08559
H 0.20632 0.25505 2.87454
H 0.12785 0.53378 1.11307
H 1.76631 -1.05231 -1.37711
H 1.44391 -3.31697 -0.79531
H 2.87869 -4.23825 -0.32845
H 3.02269 -2.95077 -1.54071
H 4.32330 -1.41651 1.52979
H 4.71739 -1.85242 -0.14443
H 4.58378 -3.11419 1.10409
C 0.58601 4.20723 -2.31106
As 1.28121 3.51190 -0.62115
C 2.73754 2.28373 -1.03910
C 2.08941 4.93948 0.46584
O 0.09675 2.83888 0.24651
H 1.31401 4.78981 -2.86796
H -0.29249 4.81452 -2.08592
H 0.25833 3.34545 -2.89934
H 3.51944 2.74939 -1.63503
H 2.30390 1.44263 -1.58650
H 3.15295 1.91615 -0.09774
H 2.92046 5.43950 -0.02599
H 2.42742 4.47615 1.39599
H 1.31765 5.66624 0.71630
C -2.61616 0.48261 -3.69175
O -3.10364 1.16767 -2.56164
C -2.27236 1.36206 -1.50489
C -2.99235 2.13484 -0.43840
H -2.96181 -0.55828 -3.67834
H -1.51292 0.50508 -3.70519
H -3.02409 0.96770 -4.58294
H -4.03048 2.32318 -0.72501
H -2.46739 3.08025 -0.28105
H -2.95638 1.58963 0.51008
*
```

***

5.
DFT (ωB97M-V/def2-TZVPD) results for a structure of composition C49H44CrN3O2P2S2Se in a non-equilibrium geometry.

Properties
Frontier orbital gap (alpha / beta): 0.183 / 0.186 Ha
⟨S²⟩: 3.88
LUMO level (alpha / beta): -1.020 / -1.100 eV
E_tot: -194108.4531 eV

```
! wB97M-V def2-TZVPD RIJCOSX def2/J DEFGRID3
* xyz 0 4
Cr -1.21182 -0.88791 -1.75932
O 1.02236 0.87940 2.41326
C 2.07727 0.38407 3.16694
C 2.25848 0.57133 4.54018
C 3.37655 0.05408 5.17400
C 4.29670 -0.71063 4.48330
C 4.06538 -0.98875 3.15021
C 2.97360 -0.44770 2.47975
P 2.63911 -0.95707 0.73191
C 4.38800 -0.66212 0.19763
C 4.80045 0.66294 0.38894
C 6.03863 1.09913 -0.04277
C 6.90445 0.21806 -0.67953
C 6.51035 -1.09140 -0.88307
C 5.26156 -1.52743 -0.45030
C 2.40943 -2.73649 1.20471
C 3.03206 -3.85771 0.66766
C 2.71076 -5.13697 1.11162
C 1.73559 -5.32212 2.07461
C 1.06043 -4.21514 2.57624
C 1.40089 -2.94362 2.15400
C 0.24853 1.98317 2.73404
C 0.60241 2.94443 3.68587
C -0.27390 3.95752 4.03072
C -1.49429 4.07124 3.39947
C -1.79875 3.19650 2.37658
C -0.95122 2.15093 2.01253
P -1.51511 1.08507 0.56609
C -1.96826 2.53408 -0.47519
C -3.17136 2.67595 -1.15692
C -3.38915 3.77470 -1.97751
C -2.39668 4.72272 -2.16059
C -1.17667 4.56927 -1.51525
C -0.97233 3.49563 -0.66601
C -2.99290 0.50955 1.50565
C -4.22748 1.13866 1.61204
C -5.20923 0.61661 2.44037
C -4.96648 -0.52331 3.19329
C -3.73712 -1.15783 3.09224
C -2.76041 -0.64391 2.25332
H 1.51302 1.05954 5.13808
H 3.51436 0.24614 6.23034
H 5.16157 -1.12327 4.98578
H 4.73661 -1.63963 2.60349
H 4.13277 1.35739 0.88719
H 6.32585 2.13233 0.10621
H 7.87515 0.55425 -1.02006
H 7.16588 -1.78396 -1.39576
H 4.99459 -2.55676 -0.62629
H 3.78241 -3.75745 -0.10078
H 3.22910 -5.99188 0.69538
H 1.49729 -6.31573 2.43140
H 0.26573 -4.34481 3.30075
H 0.87903 -2.08957 2.57115
H 1.57387 2.93967 4.13919
H 0.00940 4.65664 4.80713
H -2.19118 4.85077 3.67806
H -2.72596 3.31611 1.83451
H -3.93301 1.91548 -1.06372
H -4.34084 3.88319 -2.48291
H -2.56413 5.57547 -2.80611
H -0.38062 5.28704 -1.67178
H -0.02883 3.40962 -0.13615
H -4.44183 2.03364 1.04397
H -6.17560 1.10170 2.50046
H -5.73121 -0.91874 3.84939
H -3.54041 -2.05498 3.66779
H -1.79964 -1.14064 2.16387
C -3.92923 1.08353 -4.99566
C -3.40743 0.48574 -3.70855
S -1.67476 0.60544 -3.48514
C -4.18673 -0.10824 -2.78999
C -5.66735 -0.31488 -2.95916
S -3.51399 -0.71778 -1.28924
H -3.12741 1.64811 -5.46853
H -4.77075 1.75670 -4.82189
H -4.25218 0.30280 -5.68870
H -6.03858 0.15773 -3.86758
H -6.21497 0.08490 -2.10224
H -5.88509 -1.38420 -3.01857
N -2.10677 -4.24233 0.34517
C -1.54580 -3.40849 -0.53238
O -1.21508 -2.26233 -0.18909
C -1.32641 -3.84395 -1.94931
C -1.73999 -2.65006 -2.82558
H -2.36876 -3.88896 1.25126
H -2.41393 -5.15604 0.06844
H -1.86614 -4.76543 -2.18462
H -0.25322 -4.04005 -2.05060
H -2.81601 -2.68462 -2.98015
H -1.29730 -2.72107 -3.81989
Se 1.30148 -2.25730 -3.67866
N 0.67048 -0.94777 -2.62491
C 1.38215 0.14472 -2.92465
C 1.25355 1.39589 -2.27664
C 2.02220 2.43562 -2.70136
C 2.94370 2.29535 -3.77599
C 3.10038 1.10860 -4.42050
C 2.33430 -0.00715 -3.99157
N 2.43475 -1.22261 -4.51274
H 0.54559 1.51070 -1.46745
H 1.91363 3.39525 -2.21243
H 3.53160 3.15062 -4.08247
H 3.78087 0.97504 -5.24993
*
```

***

6.
DFT (ωB97M-V/def2-TZVPD) results for the molecule C24H15N3O3 in a non-equilibrium geometry.

Properties
Frontier orbital gap: 0.293 Ha
SMILES: O=c1[nH]c2c(-c3nnc(/C=C/c4ccccc4)o3)cccc2c(=O)c2ccccc12
Energy above the lowest of the compared OMol25 structures with the same formula, charge and spin: 0.6 kcal/mol
LUMO level: -0.438 eV
E_tot: -35743.2655 eV

```
! wB97M-V def2-TZVPD RIJCOSX def2/J DEFGRID3
* xyz 0 1
O 0.28454 2.73340 1.81304
C 1.49945 2.63811 1.65553
N 1.83318 2.31529 0.34351
C 3.00280 1.71666 -0.07660
C 2.91838 0.57890 -0.92944
C 1.68009 -0.16084 -1.20978
N 1.62337 -1.28274 -1.87734
N 0.27825 -1.66570 -1.90281
C -0.36458 -0.70241 -1.29422
C -1.76502 -0.68834 -0.92876
C -2.55657 -1.80652 -1.06594
C -4.00038 -1.91450 -0.74033
C -4.59718 -3.13668 -1.05834
C -5.97665 -3.38372 -0.82893
C -6.72549 -2.33968 -0.30722
C -6.18188 -1.06884 -0.10316
C -4.81433 -0.88091 -0.29241
O 0.45901 0.23443 -0.79666
C 4.09063 0.09359 -1.45759
C 5.34805 0.69693 -1.28442
C 5.40473 1.79583 -0.39540
C 4.23847 2.30373 0.20081
C 4.35895 3.34022 1.20635
O 5.04084 4.35702 1.02523
C 3.85690 3.09831 2.53540
C 4.75580 3.21335 3.64162
C 4.25408 3.09624 4.96336
C 2.90884 2.90787 5.18517
C 2.04270 2.70443 4.08857
C 2.50963 2.76283 2.75739
H 0.99736 1.92828 -0.10702
H -2.16023 0.24520 -0.51822
H -2.06238 -2.67590 -1.49602
H -3.94334 -3.90045 -1.46794
H -6.43825 -4.30669 -1.12768
H -7.78549 -2.44902 -0.11874
H -6.82839 -0.25488 0.20653
H -4.31934 0.06492 -0.14146
H 4.09461 -0.80008 -2.09801
H 6.25740 0.25304 -1.74136
H 6.37186 2.26509 -0.19448
H 5.79121 3.40018 3.45717
H 4.94198 3.17127 5.81466
H 2.50362 2.87361 6.17468
H 0.98572 2.44216 4.30422
*
```